[1]
Here is a cluster of 2 separate species, CHFNO2S in total in a non-equilibrium geometry from the OMol25 dataset. Energies are from wB97M-V/def2-TZVPD.

Each line ends with the Mulliken charge.
CARTESIAN COORDINATES (ANGSTROEM)
F (-1.3902, 0.7195, -1.6948)  -0.1579
S (1.2067, -0.3336, 0.5069)  0.7508
H (-1.8130, -0.1830, -0.0189)  0.0681
O (0.5575, -1.6406, 0.3989)  -0.5444
N (0.5094, 0.9536, 0.5674)  -0.5068
O (2.6655, -0.3829, 0.6318)  -0.5564
C (-1.7359, 0.8671, -0.3912)  -0.0534

Computed properties:
Kohn-Sham gap = 8.5 eV
total charge = -1

=====

[2]
Here is the molecule C4H10OS2 in a non-equilibrium geometry from the OMol25 dataset. Energies are from wB97M-V/def2-TZVPD.

Each line ends with the Mulliken charge.
CARTESIAN COORDINATES (ANGSTROEM)
C (-0.5708, -1.2730, 0.9607)  -1.2711
H (-0.7674, -0.8693, 1.8921)  0.4091
H (0.0310, -2.1932, 1.2307)  0.3345
H (-0.7353, 0.3730, -2.6387)  0.3059
H (0.4927, 1.6046, -0.6557)  0.1471
C (-1.3088, 0.5058, -1.7314)  -1.0900
H (-1.6842, -0.4397, -1.3732)  0.2806
C (0.3079, -0.3065, 0.0639)  0.1374
S (2.9613, -1.2532, 1.4728)  -0.3217
H (-1.4989, -1.4429, 0.4445)  0.3625
O (1.2845, 1.0071, 2.1813)  -0.5755
S (1.7603, 0.2280, 1.0538)  0.4997
H (-1.9248, 1.3677, -2.0028)  0.3488
H (0.7829, -0.8967, -0.8066)  0.2747
H (-1.1482, 1.4068, 0.1062)  0.2560
C (-0.3894, 0.8749, -0.5242)  -0.2815
H (2.4073, 1.3066, 0.3268)  0.1834

Computed properties:
Kohn-Sham gap = 9.6 eV

=====

[3]
Here is a structure of composition C3HO2Rb in a non-equilibrium geometry from the OMol25 dataset. Energies are from wB97M-V/def2-TZVPD.

Each line ends with the Mulliken charge.
CARTESIAN COORDINATES (ANGSTROEM)
C (-0.9380, 0.6785, 0.3115)  -0.2933
C (-2.1402, 0.7806, 0.0902)  0.0696
C (0.2254, -0.0512, -0.1469)  0.6280
Rb (5.0195, -1.2523, 0.4908)  0.9900
H (-3.2176, 0.8380, 0.0345)  0.3942
O (-0.1780, -0.6283, -1.2385)  -0.2387
O (1.2288, -0.3653, 0.4586)  -0.5499

Computed properties:
⟨S²⟩ = 0.76
Kohn-Sham gap (spin up / spin down) = 10.1 / 8.4 eV
2S+1 = 2
total charge = +1